(1)
A structure of composition C38H49BNO9Sn at a distorted geometry. Source: OMol25; level of theory: ωB97M-V/def2-TZVPD.

Geometry as XYZ:
```
99
Properties=species:S:1:pos:R:3:forces:R:3
Sn 0.19038 -0.69022 -2.97086 -0.04 -0.20 -0.08
O -4.91177 -0.17187 -1.84879 0.02 -0.03 -0.08
O -1.20998 -2.04085 -2.05037 0.14 0.08 -0.02
O 1.53754 2.48183 -0.23230 0.06 0.14 0.18
O -3.49646 -1.87089 -1.81018 0.03 0.01 0.02
O -0.41744 2.47810 -1.71838 -0.48 0.97 -0.13
O -2.48293 -3.90079 -2.03369 -0.02 -0.03 0.00
O -2.62774 -1.22195 -4.40662 0.00 0.04 -0.02
O 1.80281 -1.64708 -2.09273 -0.06 0.05 -0.01
O 1.82124 1.79009 -2.43481 0.43 0.18 -0.33
N 0.27180 0.26783 -0.99734 0.24 0.95 0.16
C -3.29925 -1.58046 2.26949 -0.02 0.00 -0.03
C 2.96432 -2.07664 -0.03072 0.07 -0.04 0.10
C 4.27141 1.52461 -2.29686 -0.09 0.00 -0.01
C -2.33761 -2.58699 -2.46282 0.00 0.04 -0.05
C -2.94434 3.91231 -0.95216 -0.01 0.03 0.02
C 3.08050 -1.75675 1.31868 -0.04 -0.02 -0.09
C -1.90564 4.96098 -0.52866 0.00 -0.02 -0.01
C -3.06150 3.87522 -2.48269 0.02 0.01 0.02
C 2.27601 -0.81091 1.95116 -0.04 0.05 0.04
C -3.29797 1.79331 0.44833 0.02 -0.09 0.04
C -1.76871 -0.04670 0.43033 0.19 -0.05 0.00
C 5.35683 1.64296 -1.42456 0.07 -0.02 0.03
C 3.85495 -3.13313 -0.68771 0.02 -0.03 0.00
C 4.84288 -3.75456 0.30347 -0.02 0.02 0.00
C -0.96404 0.67235 -0.43828 -0.50 -0.32 0.36
C 1.32264 -0.15607 1.18742 -0.01 0.00 0.01
C -4.30277 4.33853 -0.39221 0.01 -0.01 0.00
C -1.34218 1.93456 -0.85877 0.11 -0.02 -0.22
C -3.89923 0.63996 3.20647 0.01 -0.01 0.01
C 1.98780 -1.40267 -0.78509 -0.17 0.08 -0.11
C -3.83565 -0.19196 1.91769 -0.03 -0.02 0.02
C 3.91634 2.36019 0.38920 -0.10 0.00 -0.04
C -5.24990 -0.35797 1.34777 0.00 -0.04 0.02
C -2.93984 0.52197 0.90649 -0.04 0.07 -0.03
C -3.70034 -0.50596 -3.84093 -0.02 -0.03 0.01
C 2.98600 -4.26827 -1.24962 0.00 0.00 0.00
C -2.59895 -2.55851 -3.96274 0.03 -0.04 0.06
C 1.53524 0.57734 3.94062 0.00 0.00 -0.03
C -4.05927 -0.82821 -2.39729 -0.04 0.05 -0.03
C 1.18029 -0.43816 -0.16335 0.20 -0.39 0.19
C 2.45349 -0.54065 3.44499 0.01 -0.01 0.04
C 3.02874 1.82846 -1.79421 0.00 0.02 -0.18
C 4.67638 -2.49361 -1.81645 -0.01 0.02 -0.01
C -2.52881 2.53385 -0.44486 0.03 0.01 -0.09
C 5.18278 2.04974 -0.11086 0.08 -0.01 0.01
C 3.90337 -0.12988 3.73608 0.00 0.01 -0.01
C 2.12457 -1.81527 4.23626 0.01 0.01 -0.02
C 2.85358 2.24132 -0.47545 -0.01 0.09 0.10
B 0.85882 1.99831 -1.39849 -0.07 -1.48 0.13
H -2.21255 5.95162 -0.87623 0.00 0.00 -0.01
H 4.33061 -4.24960 1.13143 0.00 -0.01 0.00
H -5.22721 -0.92112 0.41496 -0.01 0.02 0.06
H 1.70399 0.74440 5.00719 0.00 0.00 0.00
H 2.78606 -2.63567 3.95352 0.00 -0.01 0.00
H -5.70868 0.60732 1.12893 -0.01 0.01 0.00
H 4.03566 0.07322 4.80280 0.00 -0.01 0.00
H -1.93657 -3.96217 -1.23975 0.04 -0.01 -0.01
H -2.10826 3.63096 -2.94796 0.01 -0.02 0.00
H -5.88283 -0.87897 2.07256 -0.01 0.01 0.01
H -1.82037 4.99133 0.55972 0.00 0.00 0.00
H 5.31905 -3.24631 -2.28353 0.00 0.00 0.00
H -3.95571 -2.04778 3.00728 0.00 0.00 0.00
H -1.76971 -3.05226 -4.46655 0.00 0.00 0.00
H 0.68092 0.60169 1.61493 0.01 -0.01 0.00
H -4.31785 1.63000 3.01900 0.00 0.01 0.00
H -3.46008 0.55410 -3.89035 0.02 0.04 0.00
H 1.72724 1.51480 3.41461 0.00 0.00 0.00
H -0.92373 4.73847 -0.94198 0.01 -0.03 0.00
H -2.90152 0.77206 3.63151 0.00 0.00 0.00
H 2.23413 -1.64166 5.31087 0.01 0.00 0.00
H 0.48245 0.32286 3.80249 -0.01 0.00 0.00
H -5.08989 3.63607 -0.67309 0.00 0.00 0.01
H 2.43980 -4.76103 -0.44139 0.00 0.00 0.00
H -4.28179 4.42159 0.69647 -0.01 0.00 0.00
H -4.22660 2.21766 0.80270 0.00 0.00 0.00
H -4.52844 0.14105 3.94909 0.00 0.00 0.00
H -4.56385 5.31873 -0.79778 0.00 0.00 0.00
H 4.16597 0.77016 3.17702 0.00 0.01 -0.01
H 5.30991 -1.69863 -1.41661 0.01 0.02 0.00
H 2.26683 -3.88606 -1.97031 0.00 -0.01 0.00
H 3.61710 -5.01586 -1.73981 0.00 0.00 0.00
H 5.52550 -3.00756 0.71475 0.00 0.00 0.00
H -3.53284 -3.08455 -4.19510 0.00 0.00 0.02
H 6.35022 1.39982 -1.77960 0.01 0.00 0.00
H 5.44203 -4.50636 -0.21561 0.00 0.00 0.00
H -3.39179 4.84833 -2.85731 0.01 0.00 0.00
H 4.02590 -2.06400 -2.57511 0.00 0.00 0.00
H 4.60667 -0.91352 3.45156 0.00 0.00 0.00
H -3.79914 3.12640 -2.77759 -0.02 -0.02 -0.04
H -3.27012 -2.22258 1.38701 0.01 0.00 -0.01
H 3.76316 2.66843 1.41475 0.00 0.01 0.01
H 1.09790 -2.13042 4.03945 0.00 0.00 0.01
H -1.44238 -1.03412 0.72337 -0.04 -0.01 0.01
H 6.04215 2.11840 0.54438 0.00 0.00 0.00
H 4.39186 1.19284 -3.31934 0.00 0.00 -0.01
H -4.62041 -0.67449 -4.41636 0.00 0.01 0.01
H -2.29475 -1.53047 2.69546 0.00 0.00 0.01
H 3.82364 -2.27392 1.90998 0.01 0.00 0.00
```
Positions in Å, forces in eV/Å.

Calculated values
Frontier orbital gap ... 7.211 eV
Charge ... -1
HOMO level ... -4.64 eV
LUMO energy ... 2.57 eV


(2)
A structure of composition C38H49ClN5O3PdTe at a distorted geometry. Source: OMol25; level of theory: ωB97M-V/def2-TZVPD.

Geometry as XYZ:
```
98
Properties=species:S:1:pos:R:3:forces:R:3
Te 1.71525 0.14400 0.78610 1.37 -1.06 0.01
Pd -1.44772 1.06336 -1.50761 -0.49 0.45 -0.87
Cl -3.52484 6.44298 -0.51119 -0.01 0.01 0.05
O -2.37952 1.47779 0.48617 0.54 0.21 -0.23
O 1.18402 1.49558 -2.18742 -0.21 -0.14 -0.21
O -0.41927 0.57314 -3.43234 -0.49 -0.13 0.28
N -5.72810 -1.35976 -2.33240 -0.18 -0.09 -0.03
N 2.99947 1.54670 -4.03137 -0.16 -0.03 0.20
N -3.48345 -0.27583 -1.92191 0.52 0.62 0.13
N -1.90799 3.23354 -2.11069 0.10 -1.08 -0.06
N -0.35167 0.62419 0.42395 -0.29 -0.37 -0.06
C 1.85528 -1.24165 3.74856 0.01 -0.09 -0.04
C -2.32940 1.53338 4.69985 -0.10 -0.03 -0.06
C 4.66992 -1.25067 0.58108 0.04 -0.21 -0.60
C 0.75155 0.96807 -3.23792 0.71 0.32 0.12
C 1.08146 -1.78757 1.37184 -0.19 0.26 -0.20
C 0.81723 -3.40926 3.12234 -0.01 -0.07 -0.07
C 4.00243 -0.15156 1.11870 -0.38 0.01 0.51
C -2.47882 4.08628 -1.26243 -0.18 0.19 0.28
C -2.46547 5.81100 -2.91994 -0.05 0.06 0.07
C 0.07092 -3.91086 0.89748 0.08 0.01 0.02
C 0.46873 -2.67272 0.44228 0.01 0.04 0.06
C 0.22439 -4.30511 2.23659 0.00 0.19 0.06
C 1.75944 0.80127 -4.39769 -0.75 -0.17 0.09
C -2.78036 5.39382 -1.63095 0.17 -0.21 -0.22
C 5.96143 0.67343 2.15664 -0.18 -0.08 0.15
C -3.33100 -1.38835 -2.87797 0.07 -0.02 -0.02
C 0.02638 2.05438 4.55834 0.00 0.08 -0.10
C -2.37789 1.34319 3.33224 0.03 -0.06 0.08
C 4.61826 0.85958 1.85630 0.13 0.52 -0.16
C 1.24125 -2.15099 2.72217 0.10 0.23 0.14
C -1.86525 4.91188 -3.78663 0.03 -0.11 0.07
C -4.02779 -0.79248 -0.65159 -0.02 0.01 0.07
C -1.21361 1.48166 2.56938 -0.06 -0.11 -0.19
C -5.30534 -1.62039 -0.92236 0.23 -0.06 0.38
C -4.72253 -1.93671 -3.27750 0.34 -0.07 -0.25
C -1.60128 3.62517 -3.35155 -0.04 0.20 -0.19
C -0.25846 -5.64001 2.68711 0.00 -0.17 -0.01
C 0.26456 -2.33935 -1.00639 -0.01 0.24 0.02
C -1.13088 1.89263 5.31232 0.04 -0.01 0.02
C 6.00859 -1.38585 0.91300 -0.18 -0.06 0.12
C -5.85038 0.11308 -2.56007 0.06 0.43 -0.01
C -4.42774 0.71597 -2.48023 -0.10 -0.01 -0.05
C -1.30952 1.22150 1.12636 -0.76 0.19 0.88
C 4.00433 -2.24223 -0.33501 0.02 0.08 0.10
C 8.10713 -0.62648 2.06447 0.17 -0.08 -0.09
C -0.01472 1.85937 3.19035 0.02 0.03 -0.04
C 6.66993 -0.44715 1.71601 -0.06 0.02 -0.02
C 3.90103 2.09168 2.33841 0.01 -0.09 -0.07
H 3.29022 -1.73127 -0.98604 0.03 -0.13 -0.06
H -4.99609 -1.64388 -4.28987 -0.11 0.05 0.05
H -2.69304 6.82063 -3.23632 0.00 0.01 0.02
H 3.23386 2.48352 1.56582 0.01 0.11 0.06
H 2.83706 -1.61355 4.04693 0.03 0.04 -0.03
H 0.94546 2.36565 5.03601 -0.01 0.04 0.01
H -2.73038 -2.16419 -2.40461 0.00 0.01 0.00
H -2.70985 3.73008 -0.26616 0.01 -0.03 -0.03
H 6.55711 -2.23486 0.52171 -0.01 -0.04 0.05
H -4.43174 1.60111 -1.84543 -0.01 -0.02 -0.01
H -0.57727 -1.64966 -1.12179 -0.04 0.03 -0.06
H -4.07332 1.00595 -3.46931 0.02 0.00 0.02
H 3.13864 2.38500 -4.59703 0.01 0.03 -0.01
H 8.48728 0.19416 2.66648 0.02 0.00 -0.01
H -0.03252 -5.82465 3.73382 0.00 -0.01 0.00
H -0.35546 -4.62330 0.19984 0.00 0.04 -0.04
H -1.33787 -5.72994 2.54449 0.00 0.05 0.02
H 1.14134 -1.84767 -1.43085 0.01 -0.01 -0.09
H 2.81417 1.82296 -3.03902 0.21 0.04 -0.14
H 4.60891 2.87642 2.59381 -0.01 0.01 0.00
H 1.23786 -1.20257 4.64581 -0.02 0.02 -0.01
H 3.46736 -3.00171 0.23763 -0.02 0.01 -0.01
H -1.15494 2.89110 -4.00880 -0.04 -0.02 0.05
H 0.94660 -3.69697 4.15864 0.00 0.00 0.01
H 0.85715 2.09412 2.59096 0.02 -0.02 0.04
H 1.96661 -0.22236 3.37444 0.06 0.00 0.19
H -6.11040 -1.34265 -0.24485 -0.08 0.02 -0.12
H -3.30416 1.07946 2.84038 -0.02 -0.04 0.04
H -6.30703 0.29236 -3.53155 -0.02 -0.14 0.00
H -1.60977 5.20322 -4.79554 -0.01 0.01 -0.01
H -3.22350 1.39801 5.29272 0.00 0.07 0.02
H 3.31691 1.87232 3.23647 -0.01 0.01 0.00
H -6.63537 -1.80160 -2.49631 0.01 0.01 -0.01
H 6.47104 1.42539 2.74658 -0.02 -0.02 0.07
H 4.73962 -2.75180 -0.95391 -0.01 0.01 -0.01
H 8.71944 -0.72122 1.16491 -0.02 0.07 -0.02
H -5.12473 -2.68858 -0.81276 -0.07 -0.01 -0.12
H 1.95850 -0.26085 -4.52880 0.18 0.05 -0.03
H -4.22563 0.05502 0.00166 -0.04 -0.02 -0.04
H -4.75775 -3.02289 -3.22038 -0.09 0.02 0.08
H -2.79562 -1.03506 -3.75810 0.00 -0.01 0.02
H 3.84534 0.98085 -4.09717 0.03 0.01 0.00
H -6.50866 0.52301 -1.79569 -0.02 -0.11 0.03
H -3.27670 -1.41393 -0.16321 0.00 0.00 -0.04
H 8.25437 -1.56006 2.61249 -0.08 0.02 0.06
H 1.31916 1.17701 -5.31787 0.16 0.06 -0.05
H -1.10134 2.07147 6.37900 -0.02 -0.06 0.01
H 0.05712 -3.23364 -1.59093 0.04 0.00 0.02
H 0.19203 -6.43367 2.08683 0.04 0.01 0.02
```
Positions in Å, forces in eV/Å.

Calculated values
Frontier orbital gap (spin up / spin down) ... 9.063 / 4.368 eV
Charge ... +4
Spin multiplicity ... 6
HOMO level (spin up / spin down) ... -17.91 / -17.72 eV
⟨S²⟩ ... 8.79
LUMO energy (spin up / spin down) ... -8.85 / -13.35 eV


Total energy across the listed records, respectively: -2448.8492 -2831.4938 a.u..
ΔE to the lowest compared entry with this formula, charge and spin across the listed records, respectively: 0.0 155.1 kJ/mol.